Record 1
58
Properties=species:S:1:pos:R:3:forces:R:3:mulliken_spin:R:1 method="wB97M-V/def2-TZVPD" total_charge=+3 homo_ev="-15.155 / -16.484" homo_lumo_gap_ev="5.89 / 3.74" lumo_ev="-9.26 / -12.74" multiplicity=6
Ir 0.20869 -0.81199 -1.52418 -0.546 0.199 0.451 1.073
C -4.44353 3.00906 -1.07051 0.042 -0.157 -0.020 0.005
C -4.22620 1.98632 -2.18552 -0.102 0.422 0.147 0.004
N -3.92970 0.66573 -1.64245 0.004 -0.340 0.184 0.120
C -2.74342 0.09664 -1.57852 0.976 1.495 -0.832 -0.033
S -1.33226 0.89556 -2.23016 0.101 -0.861 0.533 0.215
N -2.67431 -1.13002 -1.05098 -0.637 -1.202 0.598 0.415
N -1.49526 -1.70111 -0.99854 -0.257 0.361 -0.133 -0.043
C -1.48095 -3.00205 -0.64331 -0.078 -0.322 0.153 0.102
C -2.69712 -3.75792 -0.27551 -0.070 -0.039 0.063 0.015
C -0.18923 -3.62954 -0.74512 0.126 -0.150 0.008 0.145
C 0.05639 -4.93726 -0.33114 -0.132 0.068 -0.059 0.076
C 1.29936 -5.50122 -0.56756 0.126 0.017 -0.023 -0.009
C 2.26592 -4.74533 -1.21290 -0.126 -0.064 0.004 0.066
C 1.97267 -3.43553 -1.57454 0.146 -0.011 -0.113 0.031
N 0.78595 -2.88766 -1.34042 -0.223 0.772 0.137 0.090
H -4.69572 3.97314 -1.50873 0.020 0.005 0.010 -0.001
H -3.53756 3.11776 -0.46917 0.002 0.030 -0.016 0.011
H -5.26475 2.70830 -0.41964 -0.006 0.023 -0.002 -0.001
H -3.40805 2.29470 -2.83107 -0.013 -0.088 -0.096 0.001
H -5.12921 1.90659 -2.78942 0.052 -0.114 -0.059 0.004
H -4.70464 0.15044 -1.24277 0.008 -0.144 -0.023 -0.006
H -3.56972 -3.11867 -0.25864 -0.045 -0.021 0.019 0.005
H -2.58012 -4.23482 0.70096 0.054 0.061 0.015 0.013
H -2.86039 -4.56840 -0.99205 0.014 0.045 -0.043 0.014
H -0.72064 -5.50444 0.16186 -0.001 -0.012 -0.043 0.006
H 1.50689 -6.51856 -0.26474 -0.011 0.000 0.004 0.001
H 3.23697 -5.15771 -1.44922 0.004 0.012 0.012 0.002
H 2.70538 -2.82318 -2.08295 -0.033 0.053 0.032 0.001
Ge 0.56516 0.01751 0.93945 -0.066 -0.188 -0.768 0.197
C 2.44233 0.40840 1.59998 -0.941 -0.162 -0.378 0.316
C 3.55039 0.11089 0.77482 0.818 -0.027 0.208 0.056
C 4.81424 0.13305 1.30947 -0.429 -0.154 -0.644 0.153
C 4.99195 0.55573 2.64892 0.374 0.043 0.197 0.269
C 3.88977 0.87882 3.46888 -0.748 0.156 0.203 0.118
C 2.62563 0.84632 2.93788 0.793 0.121 0.434 0.071
C -0.36040 1.73059 1.48249 0.473 -1.161 -0.144 0.282
C -1.38292 1.66692 2.44850 -0.495 0.752 0.167 0.039
C -2.08447 2.81101 2.74886 0.062 -0.893 0.216 0.191
C -1.73597 4.03906 2.12354 -0.103 0.461 0.012 0.252
C -0.71293 4.10564 1.16458 0.530 -0.252 -0.404 0.081
C -0.01490 2.96432 0.85680 -0.388 0.862 0.052 0.149
H 0.00246 -0.98105 1.97928 0.089 0.077 0.140 0.012
H 3.40913 -0.17368 -0.25857 -0.113 -0.034 0.018 0.006
H 5.66251 -0.16128 0.70518 0.096 0.089 0.102 0.006
H 5.99669 0.67778 3.03917 -0.015 -0.046 -0.001 -0.001
H 4.03364 1.17386 4.50015 0.146 -0.007 -0.029 0.008
H 1.78475 1.13043 3.55748 -0.066 -0.060 -0.051 -0.001
H -1.63169 0.74010 2.94698 0.053 -0.059 -0.052 0.000
H -2.88815 2.76776 3.47348 -0.010 0.182 -0.017 0.003
H -2.25149 4.94733 2.41578 -0.024 -0.031 -0.012 -0.004
H -0.45622 5.04160 0.68637 -0.095 0.062 0.089 0.004
H 0.79239 3.01232 0.13621 0.006 -0.087 -0.004 -0.006
N 1.72376 0.11835 -2.19687 0.515 0.386 -0.195 0.172
C 2.44074 0.88928 -2.76787 0.343 0.088 0.171 -0.030
N 3.14178 1.65798 -3.38904 -0.540 -0.371 -0.555 0.236
C 4.18335 2.43203 -3.43810 0.572 0.351 0.380 -0.066
N 5.11299 3.12009 -3.47688 -0.234 -0.135 -0.042 0.166

---

Record 2
61
Properties=species:S:1:pos:R:3:forces:R:3:lowdin_charge:R:1 method="wB97M-V/def2-TZVPD" total_charge=+1 homo_ev=-11.199 homo_lumo_gap_ev=7.55 lumo_ev=-3.65 e_above_lowest_kcal_mol=0.0
Pd 0.42361 -0.93666 0.69191 -0.068 0.636 -0.033 0.772
N 0.81277 2.36872 3.38807 0.008 -0.022 0.005 0.106
C 0.81010 1.22432 2.69323 0.027 -0.026 0.056 -0.807
S 0.07509 1.25840 1.11089 -0.039 -0.030 -0.121 0.697
N 1.36170 0.17369 3.23825 -0.011 0.022 -0.011 0.031
N 1.29272 -0.92959 2.44718 0.082 -0.055 0.025 -0.097
C 1.82298 -2.03293 2.86254 -0.002 -0.007 0.018 -0.151
C 2.53372 -2.14616 4.15353 -0.004 0.010 -0.006 -0.201
C 3.69881 -1.41837 4.37676 0.004 -0.013 0.006 -0.025
C 4.37463 -1.55543 5.57746 -0.006 -0.001 -0.004 -0.060
C 3.88157 -2.40180 6.56200 0.008 0.002 0.006 -0.065
C 2.71458 -3.11891 6.34470 -0.012 -0.008 -0.004 -0.062
C 2.04304 -2.99956 5.13719 0.007 0.010 0.016 -0.036
C 1.67256 -3.19243 1.96860 -0.028 0.008 -0.034 -0.188
C 2.23036 -4.42941 2.23798 -0.005 0.009 0.002 0.026
C 2.01570 -5.47016 1.34537 0.019 -0.009 0.012 -0.015
C 1.25724 -5.24413 0.21315 -0.025 0.000 -0.042 -0.019
C 0.74940 -3.97286 -0.00392 0.071 0.057 0.081 -0.128
N 0.95469 -2.97168 0.84715 -0.104 -0.048 -0.248 -0.009
H 0.36784 3.19207 3.02678 -0.004 0.000 0.000 0.097
H 1.19551 2.37888 4.31805 0.004 0.001 -0.002 0.117
H 4.06998 -0.74805 3.61277 -0.002 0.002 -0.003 0.120
H 5.28490 -0.99673 5.74826 0.000 0.000 0.001 0.111
H 4.40831 -2.50087 7.50167 0.000 0.000 0.000 0.111
H 2.32495 -3.77184 7.11393 0.002 0.001 0.002 0.111
H 1.12963 -3.55715 4.96754 -0.002 0.001 -0.005 0.125
H 2.82312 -4.56730 3.13005 -0.003 0.003 0.000 0.125
H 2.44231 -6.44532 1.53715 -0.006 -0.002 0.000 0.124
H 1.06156 -6.02765 -0.50421 0.001 0.000 0.000 0.121
H 0.16679 -3.74326 -0.88284 -0.049 0.003 -0.048 0.103
C -4.63929 4.26889 -2.93810 -0.009 -0.001 0.000 -0.040
C -3.52746 3.78401 -3.87929 0.002 0.006 -0.001 -0.560
C -2.65632 4.98160 -4.25735 0.008 0.006 0.003 -0.066
C -4.15312 3.21878 -5.16214 0.004 -0.009 -0.006 -0.042
C -2.72890 2.68555 -3.17659 -0.009 0.011 0.008 -0.148
C -1.37489 2.82474 -2.87364 0.012 0.003 -0.014 0.000
C -0.63819 1.83352 -2.22133 -0.033 -0.062 0.016 0.001
C -1.32367 0.69912 -1.88172 0.191 0.122 -0.004 -0.201
O -0.85144 -0.46739 -1.24788 -0.027 -0.608 0.385 0.047
B -1.98847 -1.27919 -1.18828 -0.166 -0.066 -0.062 -0.769
O -3.09395 -0.71311 -1.74291 0.012 0.051 -0.013 0.274
C -2.66347 0.53521 -2.17690 0.029 -0.047 0.016 -0.150
C -3.39024 1.50165 -2.81803 0.010 0.004 0.006 0.078
H -5.23129 5.04375 -3.42799 0.004 0.001 -0.001 0.090
H -4.21910 4.68826 -2.02225 0.002 -0.002 0.000 0.092
H -5.31535 3.45913 -2.66027 -0.002 0.003 -0.003 0.080
H -3.26953 5.72289 -4.77048 -0.002 0.000 0.003 0.090
H -1.84695 4.69828 -4.93287 -0.006 -0.001 -0.005 0.090
H -2.22493 5.46501 -3.37894 0.002 -0.004 0.002 0.088
H -4.70255 4.00415 -5.68331 -0.003 0.000 0.004 0.090
H -4.85439 2.41014 -4.95354 0.005 -0.005 0.003 0.078
H -3.38470 2.83612 -5.83614 0.001 0.006 -0.001 0.094
H -0.85884 3.73168 -3.15041 0.002 -0.001 0.004 0.106
H 0.40999 1.95709 -1.99174 0.065 0.024 0.029 0.099
H -4.43738 1.34200 -3.03367 0.000 -0.006 0.001 0.134
Cl 2.14922 -1.85958 -2.19227 0.008 -0.025 -0.023 0.541
C 3.03878 -0.40314 -2.68579 0.014 -0.044 -0.009 -0.983
Cl 3.23486 0.72602 -1.34716 -0.054 0.047 0.039 0.525
H 2.47666 0.07883 -3.47638 0.007 0.010 0.007 0.030
H 4.01921 -0.71651 -3.02167 -0.002 0.010 -0.020 0.030
F -1.95448 -2.47532 -0.63215 0.071 0.032 -0.031 0.268

---

Record 3
58
Properties=species:S:1:pos:R:3:forces:R:3:lowdin_charge:R:1 method="wB97M-V/def2-TZVPD" homo_ev=-8.344 homo_lumo_gap_ev=8.73 smiles="COC(=O)CCSCc1ccc(-c2onc(C)c2NC(=O)O[C@@H](C)c2ccccc2Cl)cc1" lumo_ev=0.39 e_above_lowest_kcal_mol=0.0
C -0.08041 -2.01738 3.01084 0.279 0.314 0.053 -0.026
H 0.58363 -1.46450 2.34389 -0.070 -0.100 0.119 0.067
H -0.43083 -1.34838 3.79906 0.028 -0.041 -0.037 0.105
H 0.42805 -2.87548 3.44213 -0.037 0.027 -0.016 0.098
O -1.19456 -2.54001 2.28867 -0.082 -0.383 0.052 -0.014
C -1.85070 -1.69575 1.50418 -0.119 -0.116 -0.150 -0.481
O -1.54730 -0.53417 1.36571 0.033 0.062 0.131 0.095
C -3.00814 -2.36524 0.79819 0.010 0.167 0.156 -0.128
C -4.25029 -1.48229 0.87323 -0.155 -0.063 -0.494 -0.470
H -3.97401 -0.43364 0.76095 -0.005 -0.072 0.154 0.066
H -4.76589 -1.61534 1.82354 0.003 0.067 0.028 0.081
S -5.50861 -1.87243 -0.38140 -0.029 0.085 0.048 0.860
C -4.73319 -1.27171 -1.95367 -0.193 -0.422 0.404 -0.408
C -3.82534 -0.11952 -1.70833 0.182 0.152 -0.099 -0.319
C -4.33429 1.10760 -1.28984 0.033 -0.062 -0.115 -0.039
C -3.48719 2.12409 -0.89856 0.099 -0.048 0.053 0.008
C -2.10779 1.92348 -0.90253 -0.206 -0.083 -0.231 -0.138
C -1.59336 0.72618 -1.39730 -0.059 0.294 -0.039 -0.016
C -2.44648 -0.27995 -1.79886 -0.212 0.026 -0.054 -0.043
H -2.03835 -1.20676 -2.17861 0.018 -0.104 -0.015 0.117
H -0.52520 0.59088 -1.46820 0.116 -0.010 0.021 0.117
C -1.20569 2.91874 -0.35457 1.246 -0.096 0.646 -0.154
C -0.04110 2.75388 0.36651 -0.770 0.500 -0.708 -0.107
C 0.37890 4.08504 0.65779 -0.435 -0.296 -0.248 -0.266
N -0.47598 4.93314 0.14975 0.759 0.808 0.478 0.107
O -1.46261 4.23449 -0.46008 -0.498 -0.771 -0.309 0.022
C 1.56983 4.52427 1.41908 0.093 0.090 -0.058 -0.013
H 1.50941 4.16156 2.44450 0.035 0.006 0.082 0.089
H 2.46517 4.10332 0.96532 0.012 0.069 0.058 0.070
H 1.62177 5.60852 1.41842 0.007 0.079 0.068 0.082
N 0.50287 1.53816 0.78183 -0.383 -0.238 0.197 0.182
C 1.81117 1.21081 0.67893 -0.021 -0.105 -0.038 -0.530
O 2.69646 1.91665 0.26995 0.185 0.102 -0.080 0.126
O 1.99584 -0.06684 1.11339 -0.129 -0.074 0.072 -0.001
C 3.32230 -0.57116 0.93699 0.524 0.004 0.095 -0.340
C 3.59273 -0.86093 -0.52122 0.065 0.135 0.078 -0.199
C 2.55049 -1.16802 -1.38564 0.038 -0.013 0.013 -0.019
C 2.78376 -1.42632 -2.72394 -0.048 -0.031 -0.017 -0.071
C 4.07558 -1.38791 -3.21874 0.024 -0.006 -0.021 -0.080
C 5.13099 -1.09974 -2.37224 0.022 -0.001 0.015 -0.100
C 4.88540 -0.84149 -1.03389 -0.322 -0.092 -0.180 -0.589
Cl 6.22588 -0.49710 0.00154 0.260 0.073 0.155 0.731
H 6.14339 -1.07057 -2.74345 0.097 0.012 -0.009 0.104
H 4.26560 -1.58336 -4.26289 0.028 -0.014 -0.091 0.105
H 1.95771 -1.65599 -3.37991 -0.071 -0.019 -0.062 0.103
H 1.54339 -1.19826 -0.99484 -0.093 0.023 0.029 0.116
C 3.46302 -1.83674 1.77646 -0.214 0.386 -0.115 -0.015
H 2.77862 -2.60050 1.41563 -0.060 -0.122 -0.026 0.088
H 3.24201 -1.62011 2.81825 0.011 -0.005 0.134 0.086
H 4.48094 -2.20667 1.69694 0.078 -0.049 -0.007 0.076
H 4.02650 0.19536 1.28512 -0.175 -0.206 -0.095 0.127
H -0.16136 0.80318 1.00887 0.158 -0.049 0.118 0.112
H -3.88301 3.06610 -0.55166 -0.054 0.091 0.048 0.123
H -5.40476 1.24535 -1.24000 -0.112 0.014 0.028 0.121
H -5.58827 -1.00286 -2.57261 0.035 -0.031 -0.059 0.077
H -4.20976 -2.11437 -2.40562 0.017 0.144 -0.115 0.073
H -3.18408 -3.35009 1.22917 0.010 0.029 -0.101 0.124
H -2.71292 -2.48925 -0.24623 0.044 -0.037 0.059 0.109

---

Record 4
57
Properties=species:S:1:pos:R:3:forces:R:3:lowdin_charge:R:1 method="wB97M-V/def2-TZVPD" homo_ev=-8.481 homo_lumo_gap_ev=8.90 smiles="Cc1ccc(-n2c(SCC(=O)N3CCC(C(=O)O)CC3)nc3ccccc3c2=O)cc1C" lumo_ev=0.42 e_above_lowest_kcal_mol=0.0
C 1.09824 5.37060 -1.01804 -0.010 -0.022 0.019 -0.038
C 0.27401 4.12791 -0.90215 -0.064 -0.097 -0.139 -0.220
C -0.21073 3.49904 -2.04019 0.051 0.054 0.098 -0.013
C -0.95506 2.33655 -1.96301 -0.224 -0.108 0.250 -0.038
C -1.21734 1.78901 -0.71815 0.171 0.477 -0.131 -0.265
C -0.76999 2.42148 0.43321 -0.068 0.109 -0.198 0.000
C -0.01972 3.58652 0.35442 -0.068 -0.197 0.033 -0.221
C 0.48064 4.23846 1.60561 -0.007 0.037 -0.033 -0.034
H 0.14810 3.69513 2.48634 0.008 -0.006 0.072 0.082
H 1.56995 4.27508 1.60603 0.079 0.037 0.070 0.089
H 0.11684 5.26251 1.67472 0.010 0.097 0.074 0.086
H -1.03855 2.01105 1.39671 -0.019 -0.047 0.106 0.136
N -1.94117 0.56498 -0.60181 -0.171 0.156 0.021 0.059
C -1.37294 -0.60323 -1.01787 0.257 -0.916 -0.140 -0.539
N -1.91161 -1.76402 -0.91657 0.375 0.058 -0.229 0.098
C -3.16562 -1.85575 -0.37469 -0.491 0.413 0.293 -0.211
C -3.77583 -3.11000 -0.27261 -0.090 0.056 0.042 -0.012
C -5.03803 -3.21466 0.26511 0.105 -0.054 -0.048 -0.073
C -5.71873 -2.08343 0.71394 -0.091 0.147 0.060 -0.077
C -5.12954 -0.84279 0.62372 0.020 0.042 -0.005 -0.008
C -3.85042 -0.71530 0.07990 -0.045 -0.473 -0.037 -0.068
C -3.21659 0.59524 -0.01372 -0.152 0.080 0.047 -0.351
O -3.69419 1.64265 0.36240 -0.042 -0.016 0.023 0.106
H -5.63114 0.05095 0.96288 -0.057 0.061 0.036 0.120
H -6.70899 -2.18394 1.13139 -0.078 0.007 0.036 0.103
H -5.50868 -4.18400 0.33983 -0.030 -0.082 0.003 0.105
H -3.23925 -3.97609 -0.62666 0.073 -0.078 -0.042 0.112
S 0.24299 -0.45653 -1.70494 0.317 -0.026 -0.249 1.083
C 0.60746 -2.20370 -2.08832 -0.097 0.311 -0.086 -0.311
H -0.13371 -2.79966 -1.55742 0.070 -0.037 -0.033 0.068
H 0.49853 -2.32710 -3.16546 0.039 -0.103 0.161 0.090
C 2.04713 -2.53006 -1.72387 -0.353 0.018 -0.130 -0.521
O 2.87941 -2.68868 -2.59551 0.141 0.030 -0.375 0.057
N 2.33813 -2.64234 -0.41155 0.250 0.113 0.256 -0.051
C 1.38571 -2.56089 0.67714 -0.443 -0.239 0.252 -0.144
H 0.90930 -3.53923 0.83265 -0.027 0.113 0.024 0.135
C 2.08418 -2.11360 1.96535 0.000 0.124 -0.060 -0.122
H 1.34116 -1.69935 2.64572 0.008 -0.103 0.008 0.119
C 3.15634 -1.07082 1.64328 -0.054 0.018 0.001 -0.206
C 2.56216 0.16439 0.97865 0.298 0.024 -0.005 -0.513
O 3.13252 0.85591 0.18016 0.102 0.155 -0.188 0.113
O 1.33492 0.44497 1.42302 -0.525 0.059 0.410 0.091
H 0.98682 1.24489 0.98291 0.299 -0.171 -0.102 0.086
C 4.25443 -1.68409 0.76055 -0.065 -0.011 -0.093 -0.103
C 3.70684 -2.89004 -0.01054 0.410 -0.005 -0.098 -0.124
H 3.73555 -3.79385 0.60691 0.022 0.002 -0.054 0.128
H 4.28873 -3.06539 -0.91605 -0.067 -0.066 0.188 0.123
H 4.59507 -0.92067 0.05945 0.064 -0.083 0.058 0.115
H 5.10520 -2.00021 1.36349 0.030 0.014 0.032 0.118
H 3.59366 -0.70469 2.57907 -0.051 0.022 -0.067 0.157
H 2.56151 -2.96016 2.46057 -0.011 -0.003 0.032 0.119
H 0.60461 -1.84014 0.43657 0.038 -0.099 0.009 0.078
H -1.32646 1.85928 -2.85628 -0.036 -0.071 -0.076 0.119
H -0.00075 3.92482 -3.00988 0.046 0.054 -0.099 0.115
H 1.21144 5.66233 -2.05836 0.032 0.053 -0.045 0.078
H 0.63487 6.19262 -0.47379 0.026 0.109 0.026 0.085
H 2.08859 5.20805 -0.59425 0.097 0.066 0.022 0.089

---

no.,calculated total energy (Eh)
1,-3890.470889
2,-2870.214141
3,-2273.673815
4,-1793.070892